A molecular structure, CH2ClPSi in a non-equilibrium geometry, computed with the ωB97M-V functional and the def2-TZVPD basis.

Properties
Energy above the lowest of the compared OMol25 structures with the same formula, charge and spin = 4.527 eV
Net charge = 0
2S+1 = 1
Lowest unoccupied orbital energy (spin up / spin down) = -1.562 / -1.563 eV
Frontier orbital gap (spin up / spin down) = 7.0 / 7.0 eV
DFT total energy = -30752.8605 eV
HOMO (spin up / spin down) = -0.3164 / -0.3135 Eh

Each line ends with the Mulliken charge.
Cartesian coordinates (Å):
C1 1.37 0.66 1.81  -0.091
Si1 0.19 0.43 0.41  0.325
P1 0.61 2.67 0.73  0.018
Cl1 1.03 0.89 3.50  -0.093
H1 1.04 -0.36 -0.35  -0.078
H2 -1.18 -0.03 0.46  -0.082



A single C3H7N3O2 molecule in a non-equilibrium geometry, computed with the ωB97M-V functional and the def2-TZVPD basis.

Properties
Energy above the lowest of the compared OMol25 structures with the same formula, charge and spin = 5.159 eV
Net charge = 0
2S+1 = 1
Lowest unoccupied orbital energy = 0.743 eV
Frontier orbital gap = 8.2 eV
DFT total energy = -11786.1537 eV
HOMO = -0.2752 Eh

Each line ends with the Mulliken charge.
Cartesian coordinates (Å):
N1 0.93 1.48 -0.65  -0.270
C1 0.22 1.01 0.37  0.303
C2 -1.00 0.25 0.18  -0.290
N2 -2.27 0.86 0.28  -0.585
C3 -0.68 -1.09 0.17  0.313
O1 -1.15 -2.19 -0.02  -0.660
O2 0.78 -0.97 0.73  -0.222
N3 1.80 -1.33 -0.21  -0.486
H1 0.79 1.05 -1.55  0.308
H2 1.84 1.91 -0.49  0.230
H3 0.45 1.50 1.32  0.359
H4 -2.91 0.34 0.87  0.242
H5 -2.71 1.03 -0.62  0.244
H6 1.39 -2.11 -0.74  0.253
H7 2.52 -1.74 0.37  0.260



3 unconnected molecules or ions with the total composition C3H15N2O2 in a non-equilibrium geometry, computed with the ωB97M-V functional and the def2-TZVPD basis.

Properties
Energy above the lowest of the compared OMol25 structures with the same formula, charge and spin = 0.000 eV
Net charge = +2
2S+1 = 2
Lowest unoccupied orbital energy (spin up / spin down) = -7.348 / -13.030 eV
Frontier orbital gap (spin up / spin down) = 10.5 / 4.8 eV
DFT total energy = -10410.2751 eV
HOMO (spin up / spin down) = -0.6544 / -0.6544 Eh

Each line ends with the Mulliken charge.
Cartesian coordinates (Å):
C1 -2.08 0.51 0.13  -0.386
C2 -1.57 -0.83 -0.46  -0.645
C3 -0.07 -0.97 -0.87  -0.629
N1 0.81 -0.24 0.20  -0.251
N2 -1.45 1.68 -0.40  -0.164
H1 -1.96 0.58 1.21  0.360
H2 -3.17 0.63 -0.16  0.350
H3 -1.75 -1.62 0.31  0.392
H4 -2.24 -1.26 -1.18  0.457
H5 0.36 -1.97 -0.80  0.462
H6 0.06 -0.45 -1.82  0.334
H7 1.80 -0.24 -0.06  0.325
H8 0.69 -0.62 1.14  0.379
H9 0.42 0.70 0.32  0.312
H10 -1.94 2.55 -0.10  0.358
H11 -1.20 1.78 -1.40  0.307
H12 4.35 -1.57 -1.17  0.330
H13 3.67 -1.24 -2.51  0.332
O1 3.50 -1.42 -1.57  -0.641
H14 0.11 1.89 2.69  0.308
H15 1.08 1.06 3.66  0.316
O2 0.55 1.06 2.85  -0.606



A single C21H17Cl2N5O4 molecule in a non-equilibrium geometry, computed with the ωB97M-V functional and the def2-TZVPD basis.

Properties
Energy above the lowest of the compared OMol25 structures with the same formula, charge and spin = 0.000 eV
Net charge = 0
2S+1 = 1
Lowest unoccupied orbital energy = 0.349 eV
Frontier orbital gap = 7.4 eV
DFT total energy = -62735.9095 eV
HOMO = -0.2593 Eh

Each line ends with the Mulliken charge.
Cartesian coordinates (Å):
C1 4.68 1.33 7.31  -0.870
O1 4.12 0.67 6.16  -0.439
C2 3.70 1.49 5.13  0.881
C3 3.73 2.88 5.16  -0.626
C4 3.23 3.63 4.06  0.302
O2 3.23 5.02 3.97  -0.439
C5 4.12 5.78 4.80  -0.885
C6 2.64 2.96 2.99  0.170
Cl1 2.17 3.80 1.54  -0.193
C7 2.63 1.60 3.00  1.002
C8 1.97 0.89 1.87  -0.890
C9 2.75 0.18 0.94  -0.476
C10 2.12 -0.46 -0.14  -0.842
C11 0.70 -0.36 -0.32  1.283
C12 -0.25 -0.77 -1.20  -0.234
N1 0.04 -1.48 -2.38  -0.105
C13 -0.84 -1.88 -3.37  0.124
O3 -0.26 -2.49 -4.27  -0.687
C14 -2.32 -1.72 -3.41  0.103
N2 -3.24 -1.65 -2.35  -0.666
C15 -4.46 -1.63 -2.85  -0.342
N3 -4.36 -1.56 -4.23  0.114
C16 -3.10 -1.66 -4.56  0.774
O4 -2.82 -1.64 -5.90  -0.411
C17 -4.13 -1.84 -6.47  -0.327
C18 -5.21 -1.66 -5.38  -0.515
N4 -1.47 -0.31 -0.70  0.588
N5 -1.37 0.34 0.47  -1.447
C19 -0.05 0.36 0.64  -0.081
C20 0.57 0.95 1.71  -0.353
C21 3.16 0.85 4.02  -0.024
Cl2 3.00 -0.89 4.01  -0.185
H1 4.10 2.16 7.69  0.327
H2 5.70 1.67 7.10  0.347
H3 4.69 0.58 8.13  0.251
H4 4.11 3.43 6.03  0.376
H5 5.11 5.33 4.87  0.370
H6 4.23 6.80 4.40  0.251
H7 3.72 5.85 5.81  0.331
H8 3.84 0.13 1.07  0.436
H9 2.72 -0.96 -0.88  0.326
H10 1.00 -1.74 -2.57  0.181
H11 -5.36 -1.69 -2.27  0.463
H12 -4.24 -1.20 -7.36  0.318
H13 -4.23 -2.86 -6.85  0.261
H14 -5.85 -2.52 -5.23  0.330
H15 -5.83 -0.76 -5.54  0.289
H16 -2.38 -0.53 -1.14  0.368
H17 -0.05 1.48 2.43  0.472



2 unconnected molecules or ions with the total composition C5H8F3N2O2S in a non-equilibrium geometry, computed with the ωB97M-V functional and the def2-TZVPD basis.

Properties
Energy above the lowest of the compared OMol25 structures with the same formula, charge and spin = 2.322 eV
Net charge = +1
2S+1 = 1
Lowest unoccupied orbital energy (spin up / spin down) = -5.364 / -4.332 eV
Frontier orbital gap (spin up / spin down) = 8.0 / 8.3 eV
DFT total energy = -31366.2870 eV
HOMO (spin up / spin down) = -0.4905 / -0.4651 Eh

Each line ends with the Mulliken charge.
Cartesian coordinates (Å):
C1 0.57 -2.00 -1.38  -0.148
C2 0.19 -1.16 0.65  -0.439
C3 0.11 -0.07 -0.41  -0.061
C4 -0.76 2.72 0.52  -0.808
C5 2.93 0.59 -0.15  0.622
N1 0.24 -0.71 -1.59  -0.077
N2 0.51 -2.41 -0.11  -0.041
O1 -2.32 0.58 0.13  -0.633
O2 -1.17 1.51 -1.87  -0.693
F1 3.81 0.31 -1.11  -0.178
F2 2.71 1.88 0.05  -0.182
F3 3.07 -0.10 1.00  -0.201
S1 -1.16 1.24 -0.47  1.375
H1 0.56 -2.67 -2.31  0.384
H2 0.96 -0.97 1.50  0.264
H3 -0.84 -1.25 1.18  0.366
H4 -1.25 3.56 0.08  0.387
H5 -1.18 2.52 1.52  0.348
H6 0.36 2.82 0.55  0.230
H7 0.31 -0.14 -2.46  0.298
H8 0.44 -3.30 0.22  0.186